1.
Below is a structure of composition C25H43AlNP2 in a non-equilibrium geometry, with properties calculated with the ωB97M-V functional and the def2-TZVPD basis.

The HOMO energy (spin up / spin down) comes out at -8.713 / -8.351 eV. The energy above the lowest of the compared OMol25 structures with the same formula, charge and spin is 410.85 kJ/mol. Its LUMO energy (spin up / spin down) is -3.30 / -3.24 eV. The value obtained for the orbital gap (spin up / spin down) is 5.41 / 5.12 eV. As for the total energy: -53272.111 eV. Its total charge is +1.

Cartesian coordinates (Å):
Al (-2.36584, -1.23825, -1.13075)
C (0.52992, 0.60556, -1.99451)
C (-0.89171, 0.80793, -1.59811)
C (0.54282, 1.54499, 0.08642)
C (1.35374, 0.96732, -0.94690)
C (-0.79835, 1.52661, -0.31735)
C (1.04834, 0.14854, -3.29511)
H (0.30720, 0.28405, -4.09907)
H (1.37469, -0.89883, -3.22063)
H (1.95297, 0.70767, -3.58480)
C (2.83681, 0.86657, -0.91051)
H (3.29493, 0.73531, -1.90813)
H (3.10694, -0.02304, -0.31061)
H (3.30239, 1.73910, -0.43419)
C (1.12181, 2.16528, 1.29655)
H (2.06831, 2.70163, 1.05649)
H (1.37750, 1.37941, 2.04169)
H (0.42635, 2.88508, 1.76616)
C (-1.87442, 2.30817, 0.32866)
H (-1.68436, 3.38808, 0.23276)
H (-1.94111, 2.11838, 1.40694)
H (-2.84367, 2.11956, -0.13669)
C (-1.81158, 1.29210, -2.68064)
H (-1.48400, 2.28932, -3.04096)
H (-2.85813, 1.41051, -2.36119)
H (-1.75655, 0.63632, -3.57078)
C (-3.30118, -5.17934, -1.70593)
C (-2.86971, -4.64907, -2.86751)
C (-3.68705, -3.86089, -3.81878)
C (-4.62080, -2.76479, -3.17091)
C (-4.07960, -2.20171, -1.88308)
C (-4.25245, -2.84453, -0.68316)
C (-5.09987, -4.06370, -0.38139)
C (-4.74177, -5.25678, -1.30158)
H (-4.34840, -4.53872, -4.40002)
H (-5.67776, -3.16914, -3.12036)
H (-2.95647, -3.39034, -4.51542)
H (-5.40099, -5.30304, -2.20022)
H (-2.61153, -5.79409, -1.11742)
H (-1.94538, -5.12447, -3.25456)
H (-4.97020, -6.22214, -0.77236)
H (-4.95903, -4.36187, 0.69298)
H (-4.10936, -2.30269, 0.26688)
H (-6.16898, -3.85732, -0.49996)
H (-4.66882, -1.95685, -3.91122)
H (-3.96816, -1.09312, -1.91401)
P (-0.22272, -3.34782, -0.60738)
P (-2.64675, -1.21939, 1.47055)
C (-1.48005, -3.85871, 0.62232)
C (-2.02841, -2.96445, 1.81691)
H (-0.97457, -4.75981, 1.02590)
H (-2.35785, -4.27286, 0.06006)
H (-2.84141, -3.53587, 2.28045)
H (-1.20973, -2.81723, 2.53359)
C (-1.74697, -0.33575, 2.79502)
H (-1.75435, 0.74160, 2.58851)
H (-0.69969, -0.67347, 2.81670)
H (-2.21728, -0.50833, 3.78363)
C (-4.33147, -0.63785, 2.09117)
H (-4.77279, -1.20082, 2.92211)
H (-5.04810, -0.60197, 1.27134)
H (-4.21916, 0.41370, 2.43233)
C (1.14707, -4.33802, -1.10582)
H (1.46305, -4.12057, -2.14146)
H (0.88172, -5.40946, -1.07538)
H (2.01227, -4.14568, -0.45574)
C (-0.96404, -2.75938, -2.14656)
H (-0.59861, -1.82420, -2.60958)
H (-2.07308, -2.78174, -1.99189)
H (-0.78280, -3.54262, -2.90770)
N (0.79155, -1.26373, 0.91606)
C (0.20345, -1.77642, 0.01829)

Cartesian forces, eV/Å:
2.7 1.8 1.8
0.5 -0.1 1.5
-0.4 -0.7 0.0
-2.1 0.2 -0.4
-0.9 -0.1 -1.7
2.0 -0.3 0.6
0.1 -0.3 -0.7
0.3 -0.3 0.1
-0.1 -0.1 -0.4
-0.4 -0.1 0.1
0.4 -0.4 0.0
-0.3 0.1 0.4
0.1 0.3 -0.1
-0.1 -0.2 -0.1
0.3 0.3 0.8
-0.7 -0.3 0.2
-0.1 0.5 -0.3
0.4 -0.3 -0.1
-0.4 0.4 0.3
-0.1 -0.2 0.0
-0.2 0.1 -0.3
-0.1 0.0 0.1
-0.1 0.9 -0.9
-0.2 -0.3 0.1
0.2 -0.1 -0.2
-0.3 0.2 0.4
0.1 -1.0 -1.2
-0.3 -2.7 0.7
-0.4 0.5 -0.5
0.3 -0.3 -1.2
0.5 1.6 -1.9
-0.8 -0.7 4.0
0.2 -0.5 0.0
-0.8 -0.3 0.4
0.5 0.3 0.0
1.2 0.5 0.5
-0.7 -0.1 0.2
0.5 0.3 0.5
-0.1 0.0 -0.4
-0.3 0.9 0.3
0.5 0.8 -0.4
0.0 0.3 -0.9
-0.4 -0.1 -0.9
-0.1 0.2 0.1
-0.1 -0.1 0.1
-2.1 0.5 0.0
-0.4 3.7 -0.4
0.1 1.1 0.3
-0.8 -1.3 0.0
0.4 -0.2 -0.6
-0.4 0.3 0.4
0.9 0.6 0.4
0.3 -0.1 0.0
-0.4 -0.1 -0.1
0.9 0.2 0.0
0.0 -0.4 0.2
-0.3 0.3 0.0
0.1 -0.1 -0.6
-0.2 -0.2 -0.2
0.2 -0.1 -0.2
-0.1 -0.2 0.0
0.3 -0.7 -0.2
0.9 -2.0 -0.2
-0.4 0.2 0.4
0.4 0.2 0.0
-0.4 -0.1 0.0
0.4 -1.5 -1.1
0.3 -0.2 0.8
0.6 -0.7 -1.1
-0.4 0.4 0.2
0.0 -0.2 -0.4
-0.5 0.2 1.6

2.
Below is a structure of composition C25H43As3N2O5PtS2 in a non-equilibrium geometry, with properties calculated with the ωB97M-V functional and the def2-TZVPD basis.

The HOMO energy comes out at -12.775 eV. The energy above the lowest of the compared OMol25 structures with the same formula, charge and spin is 310.97 kJ/mol. Its LUMO energy is -8.25 eV. The value obtained for the orbital gap is 4.52 eV. As for the total energy: -247258.443 eV. Its total charge is +2.

Cartesian coordinates (Å):
Pt (-0.04228, -0.69712, -0.07905)
O (4.54965, -1.03765, 0.72872)
C (4.95066, 0.21827, 0.58923)
C (6.30394, 0.49323, 0.76742)
C (6.75379, 1.78607, 0.64903)
C (5.88201, 2.85089, 0.34653)
C (4.55696, 2.60310, 0.16029)
C (4.04573, 1.27713, 0.26936)
C (2.67264, 0.99561, 0.07588)
O (2.13499, -0.12164, 0.18675)
N (1.85919, 2.17882, -0.19457)
N (0.72540, 1.90415, -0.57713)
C (-0.11884, 3.06344, -0.58195)
S (-1.54078, 2.98890, -1.43696)
C (-2.23103, 4.48525, -0.66866)
C (-1.08147, 5.42835, -0.38658)
S (0.29435, 4.44110, 0.28876)
H (3.58353, -1.07469, 0.61329)
H (6.97030, -0.32431, 1.00426)
H (7.80567, 1.99138, 0.80019)
H (6.26754, 3.85687, 0.26744)
H (3.87982, 3.41150, -0.06992)
H (-2.73015, 4.14423, 0.24169)
H (-2.96450, 4.91633, -1.34742)
H (-1.34908, 6.17930, 0.35471)
H (-0.71402, 5.92323, -1.28570)
C (-0.41200, 1.51632, 3.85539)
C (-1.11609, 0.33662, 3.19417)
C (-2.13748, -0.29279, 4.12470)
O (-0.15485, -0.66831, 2.82877)
C (-1.79687, 0.88179, 1.91614)
O (-2.94614, 1.28433, 1.95391)
O (-1.06688, 0.95928, 0.84019)
H (0.06368, 1.19370, 4.78338)
H (-1.12816, 2.30086, 4.09766)
H (0.34747, 1.93462, 3.18730)
H (-1.66022, -0.56184, 5.06665)
H (-2.54742, -1.19958, 3.67881)
H (-2.95631, 0.39603, 4.31736)
H (0.71615, -0.37423, 3.11225)
C (-3.36619, -2.00411, 0.87617)
As (-2.20392, -1.45598, -0.56402)
C (-3.24062, -0.03576, -1.35884)
C (-2.38934, -2.74516, -2.01941)
C (-1.61980, -4.07250, -2.04448)
C (-1.93609, -4.74564, -3.38764)
C (-0.10869, -3.79041, -2.05118)
As (0.68859, -2.89799, -0.51938)
C (0.46145, -3.93072, 1.09783)
C (2.56199, -3.19332, -0.90788)
C (-2.00096, -4.97916, -0.85834)
As (-3.47213, -6.30213, -1.11055)
C (-5.01712, -5.09442, -0.99903)
C (-3.48360, -6.85458, 0.76755)
H (-2.94679, -2.82269, 1.45577)
H (-4.29445, -2.32372, 0.40331)
H (-3.55584, -1.14653, 1.51982)
H (-4.17697, -0.45899, -1.72189)
H (-2.68892, 0.38965, -2.19352)
H (-3.44046, 0.71242, -0.59250)
H (-2.13108, -2.15961, -2.90712)
H (-3.46498, -2.93462, -2.05978)
H (-1.57454, -4.13918, -4.22064)
H (-3.01050, -4.88503, -3.51660)
H (-1.46736, -5.72860, -3.44931)
H (0.15047, -3.14085, -2.89308)
H (0.44711, -4.72184, -2.18051)
H (0.70712, -4.97462, 0.91009)
H (-0.55154, -3.84379, 1.47921)
H (1.14627, -3.51814, 1.83781)
H (2.66414, -4.24213, -1.18615)
H (3.17506, -3.02419, -0.02690)
H (2.89728, -2.56775, -1.73179)
H (-2.23307, -4.38828, 0.03182)
H (-1.14776, -5.61265, -0.59930)
H (-5.14030, -4.52829, -1.92244)
H (-4.94416, -4.41713, -0.14723)
H (-5.90841, -5.70831, -0.87260)
H (-2.57245, -7.40692, 0.99450)
H (-4.32960, -7.52025, 0.93183)
H (-3.57123, -6.00083, 1.44124)

Cartesian forces, eV/Å:
-0.5 -1.0 0.6
-0.1 -0.1 0.0
-0.1 0.2 0.0
0.0 0.0 0.0
0.0 0.0 0.0
0.1 0.0 0.0
0.0 0.0 0.0
0.2 -0.1 0.0
0.0 0.0 -0.2
-0.3 0.3 0.1
0.1 0.0 0.5
0.0 0.3 -0.5
0.1 0.0 0.0
0.0 0.0 -0.1
0.0 0.0 0.0
0.0 0.0 0.0
-0.1 -0.1 0.1
0.0 0.0 0.0
0.0 0.0 0.0
0.0 0.0 0.0
0.0 0.0 0.0
0.0 0.0 0.0
0.0 0.0 0.0
0.0 0.0 0.0
0.0 0.0 0.0
0.0 0.0 0.0
0.0 0.0 0.0
-0.1 0.0 -0.1
0.0 0.0 0.0
0.0 0.1 -0.1
-0.1 -0.2 0.2
0.0 0.1 0.0
0.4 0.1 -0.4
0.0 0.0 0.0
0.0 0.0 0.0
0.0 0.0 0.0
0.0 0.0 0.0
0.0 0.0 0.0
0.0 0.0 0.0
0.0 0.0 0.1
0.2 0.0 0.0
-0.2 0.1 -0.3
0.0 0.0 0.1
0.0 -0.1 0.1
0.1 0.1 0.0
0.0 0.0 0.0
0.0 0.0 0.1
0.2 0.2 -0.3
0.0 0.0 0.0
-0.1 0.0 0.0
0.0 0.0 0.0
0.0 0.0 0.0
0.0 0.0 0.0
0.0 0.0 0.0
0.0 0.0 0.0
0.0 0.0 0.1
0.0 0.0 0.0
0.0 0.0 0.0
0.0 0.0 0.0
0.0 0.0 0.0
0.0 0.0 0.0
0.0 0.0 0.0
0.0 0.0 0.0
0.0 0.0 0.0
0.0 0.0 0.0
0.0 0.0 0.0
0.0 0.0 0.0
0.0 0.0 0.0
0.0 0.0 0.0
0.0 0.0 0.0
0.0 0.0 0.0
0.0 0.0 0.0
0.0 0.0 0.0
0.0 0.0 0.0
0.0 0.0 0.0
0.0 0.0 0.0
0.0 0.0 0.0
0.0 0.0 0.0
0.0 0.0 0.0
0.0 0.0 0.0
0.0 0.0 0.0

3.
Below is a structure of composition C25H43AsCl2IN7O7S2Si2Tc, with properties calculated with the ωB97M-V functional and the def2-TZVPD basis.

The HOMO energy (spin up / spin down) comes out at -13.752 / -14.279 eV. As for the spin multiplicity: 4. The energy above the lowest of the compared OMol25 structures with the same formula, charge and spin is 0.00 kJ/mol. Its LUMO energy (spin up / spin down) is -6.33 / -7.43 eV. The value obtained for the orbital gap (spin up / spin down) is 7.42 / 6.85 eV. As for the total energy: -184979.482 eV. Its expectation value of S² is 3.7659. Its total charge is +2.

Cartesian coordinates (Å):
Tc (-0.01603, -0.34162, 0.94506)
Cl (-0.99001, -1.61693, 2.86809)
C (0.05142, -2.82886, 3.74548)
Cl (0.94899, -3.86773, 2.67126)
H (-0.65684, -3.40967, 4.32546)
H (0.72325, -2.24979, 4.36563)
N (0.44139, -6.40833, -3.44763)
C (0.39157, -5.49647, -2.75289)
C (0.32555, -4.35157, -1.89083)
C (1.27894, -3.34089, -1.98220)
C (1.17155, -2.25599, -1.14006)
N (0.19406, -2.13078, -0.23019)
C (-0.72775, -3.10613, -0.15221)
C (-0.69800, -4.22487, -0.95603)
H (2.08496, -3.39792, -2.70005)
H (1.88354, -1.44675, -1.19324)
H (-1.51549, -2.97452, 0.57483)
H (-1.45836, -4.98634, -0.85705)
C (4.40554, -1.38699, -0.85696)
Si (4.46317, -1.11583, 1.00195)
C (5.53154, 0.36901, 1.39428)
C (5.02269, -2.73646, 1.73170)
As (2.33107, -0.54572, 1.99650)
Si (2.99489, 0.30616, 4.19757)
C (1.54378, 0.11065, 5.36293)
C (3.73570, 2.00356, 3.99253)
C (4.31217, -0.92415, 4.70497)
H (5.44672, -1.58735, -1.13067)
H (4.08584, -0.55409, -1.48691)
H (3.84500, -2.28239, -1.12280)
H (6.31673, 0.46604, 0.64100)
H (6.02010, 0.26485, 2.36392)
H (4.96546, 1.30161, 1.40939)
H (5.95050, -3.03114, 1.23368)
H (4.28626, -3.51970, 1.53987)
H (5.21405, -2.70321, 2.80298)
H (0.57799, 0.09608, 4.86320)
H (1.51350, 0.96920, 6.03580)
H (1.67844, -0.78504, 5.97474)
H (3.57644, 2.42213, 3.00023)
H (4.80777, 1.94959, 4.19226)
H (3.27600, 2.69022, 4.70234)
H (3.97750, -1.96245, 4.68188)
H (4.57254, -0.69088, 5.74292)
H (5.22989, -0.83339, 4.12339)
C (-0.83101, 3.83446, 2.26969)
S (0.32413, 2.51049, 2.38651)
O (0.68066, 2.33181, 3.76128)
O (1.39645, 2.70440, 1.44244)
O (-0.54208, 1.31215, 1.92166)
H (-0.33535, 4.71858, 2.66634)
H (-1.70547, 3.59307, 2.86823)
H (-1.09006, 3.98790, 1.22452)
C (-4.87231, 1.72115, -7.00007)
C (-4.22010, 1.65321, -5.62366)
S (-5.43892, 2.03770, -4.37900)
O (-5.78389, 3.42263, -4.49207)
O (-6.44158, 1.00724, -4.39215)
C (-4.55131, 1.84770, -2.81659)
C (-4.68509, 0.42629, -2.28859)
N (-3.84856, 0.23822, -1.08619)
C (-2.60259, -0.26348, -1.09410)
N (-2.08572, -0.26314, 0.14192)
C (-3.04539, 0.26086, 0.97061)
C (-4.12698, 0.57600, 0.22131)
N (-5.34811, 1.18144, 0.69701)
O (-6.18896, 1.47766, -0.12495)
O (-5.41081, 1.35195, 1.89258)
C (-1.94313, -0.76049, -2.33127)
H (-4.13589, 1.47886, -7.76408)
H (-5.25465, 2.72163, -7.19328)
H (-5.69442, 1.01157, -7.07281)
H (-3.41723, 2.38358, -5.51238)
H (-3.84215, 0.65148, -5.40448)
H (-5.01735, 2.56816, -2.14442)
H (-3.51050, 2.14028, -2.97799)
H (-4.36170, -0.30792, -3.02294)
H (-5.71632, 0.20865, -2.03704)
H (-2.91397, 0.40956, 2.02742)
H (-2.42137, -1.67726, -2.68194)
H (-0.89376, -0.96194, -2.14204)
H (-2.00462, -0.02222, -3.13212)
I (-0.09123, 4.32059, -3.03879)
C (0.58823, 2.72646, -1.92849)
C (1.88666, 2.28831, -1.74818)
N (1.83442, 1.21014, -0.95818)
N (0.57009, 0.92412, -0.59155)
C (-0.19057, 1.85183, -1.18033)
H (2.82158, 2.67268, -2.12119)
H (2.60027, 0.75918, -0.47884)
H (-1.25337, 1.87930, -1.01795)

Cartesian forces, eV/Å:
-0.3 0.2 -0.1
-0.1 -0.2 0.0
0.0 0.1 0.0
0.0 0.0 0.0
0.0 0.0 0.0
0.0 0.0 0.0
0.0 0.0 0.0
0.0 0.0 0.0
0.0 0.1 0.0
0.0 0.0 0.0
0.0 0.1 0.1
0.0 -0.1 0.0
0.0 0.0 0.0
0.0 0.0 0.0
0.0 0.0 0.0
0.0 0.0 0.0
0.0 0.0 0.0
0.0 0.0 0.0
0.1 0.0 0.1
0.0 -0.1 0.0
0.0 -0.1 0.0
0.0 0.0 0.0
0.1 0.1 -0.1
0.0 -0.2 0.1
0.1 0.0 0.0
-0.1 -0.1 0.0
0.0 0.1 0.0
0.0 0.0 0.0
0.0 0.0 0.0
0.0 0.0 0.0
0.0 0.0 0.0
0.0 0.0 0.0
0.0 0.0 0.0
0.0 0.0 0.0
0.0 0.0 0.0
0.0 0.0 -0.1
0.0 0.0 0.0
0.0 0.0 0.0
0.0 0.0 0.0
0.0 0.0 0.0
0.0 0.0 0.0
0.0 0.0 0.0
0.0 0.0 0.0
0.0 0.0 0.0
0.0 0.0 0.0
0.1 0.0 -0.1
0.0 0.3 0.0
0.0 -0.1 0.0
0.0 0.1 0.0
0.1 -0.4 0.0
0.0 0.0 0.0
0.0 0.0 0.0
0.0 0.0 0.0
0.0 0.0 0.0
-0.1 0.0 0.0
0.1 0.0 0.0
0.0 0.0 0.0
0.0 0.0 0.0
0.0 0.0 -0.1
0.0 0.0 0.0
-0.1 0.0 0.0
0.0 -0.1 0.0
0.2 0.2 0.1
-0.1 0.0 0.0
0.1 -0.1 0.0
0.0 0.0 0.0
0.0 0.0 0.0
0.0 0.0 0.0
0.0 0.0 0.0
0.0 0.0 0.0
0.0 0.0 0.0
0.0 0.0 0.0
0.0 0.0 0.0
0.0 0.0 0.0
0.0 0.0 0.0
0.0 0.0 0.0
0.0 0.0 0.0
0.0 0.0 0.0
0.0 0.0 0.0
0.0 0.0 0.0
0.0 0.0 0.0
0.0 0.0 0.0
0.0 0.0 0.0
0.0 0.0 -0.1
0.0 0.0 0.0
0.0 0.0 0.0
0.0 -0.1 0.0
0.0 0.0 0.0
0.0 0.0 0.0
0.0 0.0 0.0
0.0 0.0 0.0

Question: What is the formula in the second record?
Answer: C25H43As3N2O5PtS2

Question: Which of these has the lowest total charge?
Answer: C25H43AlNP2

Question: Which formula does entry 1 have?
Answer: C25H43AlNP2